DFT (wB97M-V/def2-TZVPD) results for 13 unconnected molecules or ions with the total composition C52H91N13 at a distorted geometry.

Its expectation value of S² is 0.751. The largest force on an atom is 4.9 eV Å⁻¹. The calculation puts the total energy at -74768.0088 eV. As for the multiplicity: 2. Its LUMO energy (spin up / spin down) is 1.680 / 1.550 eV. As for the net charge: -1. The molar mass comes out at 898.4 g/mol. As for the HOMO energy (spin up / spin down): -0.2 / -9.6 eV.

Positions of all 156 atoms, in Å:
N: -3.63 -0.21 -15.95
N: 1.09 1.66 -9.74
N: 11.13 -5.85 -14.81
N: 6.84 -6.67 -7.83
N: 6.24 1.19 -13.10
N: 0.55 -7.63 -7.56
N: 7.40 -2.94 -18.77
N: 5.12 -3.57 -8.88
N: 7.96 -1.59 -10.84
N: 3.04 -8.13 -12.63
N: 6.30 -4.58 -13.12
N: -1.83 -4.29 -17.54
N: 2.00 2.35 -18.53
C: 4.68 1.24 -9.81
C: 4.38 -0.03 -9.03
C: 10.51 -1.52 -11.44
C: -0.62 -1.36 -13.70
C: 2.41 -5.95 -10.05
C: 1.64 2.44 -17.44
C: 6.83 -2.67 -17.80
C: 8.34 -8.32 -11.08
C: -0.70 -4.45 -17.44
C: 6.19 0.27 -16.88
C: 11.42 -1.16 -10.25
C: 7.62 -1.65 -7.28
C: 6.68 -1.06 -6.16
C: 7.60 -7.05 -11.32
C: 1.09 -5.54 -10.74
C: 5.11 -7.90 -14.26
C: 0.77 -5.78 -14.87
C: 7.33 1.11 -13.36
C: 8.74 0.97 -13.81
C: 9.64 3.31 -13.01
C: 7.35 -3.11 -7.63
C: 1.14 -5.88 -16.36
C: 5.74 -3.59 -12.79
C: 5.07 -2.33 -12.33
C: 8.22 -5.92 -16.76
C: 6.15 -2.33 -16.56
C: 9.08 -1.57 -11.11
C: 3.57 1.71 -10.77
C: 2.29 2.26 -14.98
C: 2.39 -7.36 -9.39
C: 6.32 -0.96 -15.92
C: 3.58 -2.37 -12.52
C: 0.78 -4.66 -17.24
C: 6.04 -9.14 -14.15
C: 3.10 0.96 -15.22
C: 3.10 -2.68 -13.97
C: 2.20 1.68 -10.19
C: 5.23 -10.36 -14.68
C: -1.17 -1.19 -16.17
C: -0.77 -2.13 -15.02
C: 11.41 -2.03 -9.01
C: 1.19 2.57 -16.05
C: 6.34 -6.91 -10.42
C: 8.60 -5.50 -15.33
C: 6.12 -3.34 -8.35
C: 9.77 1.74 -12.99
C: 6.62 -6.77 -8.95
C: 10.03 -5.69 -15.04
C: 8.57 -7.38 -17.21
C: 1.39 -7.52 -8.33
C: 3.95 -8.06 -13.37
C: -2.54 -0.63 -16.01
H: 12.44 -1.22 -10.64
H: 4.44 -10.64 -13.99
H: -1.41 -3.00 -14.89
H: -1.55 -0.85 -13.46
H: 0.97 -6.67 -14.27
H: 10.64 -0.81 -12.26
H: 8.26 -8.14 -16.48
H: 0.81 -6.81 -16.83
H: 10.74 1.44 -13.39
H: 2.02 -2.86 -13.97
H: 8.52 -8.34 -10.00
H: 5.56 -1.53 -12.89
H: 2.60 -5.27 -9.22
H: 8.08 -6.11 -14.59
H: 5.81 -11.27 -14.82
H: 12.34 -1.92 -8.45
H: 8.65 -1.75 -6.92
H: 6.89 -8.87 -14.77
H: 0.81 3.56 -15.80
H: 7.52 -1.04 -8.18
H: 5.54 -0.77 -15.19
H: 3.48 1.16 -11.70
H: -1.11 -1.72 -17.12
H: 8.36 -4.44 -15.24
H: 8.01 -7.63 -18.12
H: 8.96 -0.10 -13.76
H: 5.29 0.21 -17.48
H: 5.60 1.14 -10.38
H: 6.81 -1.61 -5.22
H: 3.46 -3.64 -14.32
H: 3.84 -0.67 -9.71
H: 6.25 -3.13 -15.83
H: 0.18 -0.62 -13.67
H: 2.39 0.13 -15.31
H: 3.11 -1.45 -12.17
H: 7.38 -3.81 -6.80
H: 5.62 -1.00 -6.43
H: 3.37 -1.90 -14.69
H: 7.67 -9.16 -11.27
H: 9.29 -8.51 -11.58
H: 5.28 -0.59 -8.79
H: 6.94 0.31 -17.67
H: 8.16 -3.39 -8.30
H: 9.74 1.39 -11.96
H: 8.78 -5.29 -17.45
H: 3.20 -5.89 -10.80
H: 8.22 -6.18 -11.14
H: 5.75 -7.83 -10.45
H: 6.50 -9.39 -13.19
H: 3.39 -7.59 -9.00
H: 11.17 -0.13 -10.02
H: 7.37 -6.99 -12.38
H: 1.22 -4.97 -14.31
H: 3.80 2.73 -11.06
H: 4.98 2.01 -9.09
H: 7.02 -0.06 -5.91
H: 5.77 -6.02 -10.67
H: -0.34 -2.04 -12.89
H: 7.29 -0.88 -15.44
H: 0.20 -5.79 -10.14
H: 1.24 -4.73 -18.23
H: 9.62 -7.58 -17.41
H: 0.26 -2.42 -15.25
H: -0.49 -0.33 -16.17
H: 7.16 -5.73 -16.90
H: 3.86 0.11 -8.08
H: 1.00 -6.13 -11.65
H: 4.76 -10.26 -15.66
H: 2.95 3.13 -14.93
H: 11.32 -3.10 -9.21
H: 3.76 0.73 -14.39
H: 1.13 -3.77 -16.71
H: 5.65 -6.99 -13.97
H: 6.21 1.19 -16.29
H: 10.32 3.77 -12.30
H: 8.62 3.59 -12.76
H: 1.05 -4.50 -11.06
H: 3.22 -3.20 -11.91
H: 5.10 -2.34 -16.87
H: 8.81 1.38 -14.81
H: 2.23 -5.89 -16.37
H: 5.26 -2.23 -11.26
H: 2.11 -8.04 -10.19
H: 3.62 1.06 -16.18
H: 1.85 2.21 -13.98
H: 0.38 1.86 -15.90
H: 9.88 3.68 -14.01
H: -0.31 -5.67 -14.78
H: 10.85 -2.50 -11.78
H: 10.57 -1.84 -8.34
H: 4.65 -7.74 -15.23